Entry 1:
# C24H26FeN4S2Si

A structure of composition C24H26FeN4S2Si (ωB97M-V/def2-TZVPD, the OMol25 dataset).

XYZ file:
```
58
Properties=species:S:1:pos:R:3
C -1.31496 -0.15007 2.78290
C -1.04860 -1.08461 1.72883
C -0.57147 -2.29861 2.33297
H -1.31341 -0.97147 0.68535
C -0.57687 -2.12049 3.75450
C -1.02552 -0.79154 4.03674
H -1.18345 -0.35759 5.02087
H -1.78022 0.81255 2.64467
H -0.38111 -3.20777 1.77688
H -0.35569 -2.88232 4.49419
Fe 0.62869 -0.71612 2.79261
C 1.53340 0.05728 -1.42745
H 1.63054 -0.65742 -0.60793
H 2.19246 0.91730 -1.25788
H 1.90145 -0.44625 -2.34636
Si -0.30850 0.47825 -1.97353
C -0.84651 2.13650 -2.64189
C -2.19880 2.47528 -2.37823
H -2.95680 1.68312 -2.28718
C -2.53792 3.80698 -2.10968
H -3.52249 4.02659 -1.71305
C -1.62852 4.84198 -2.32969
H -1.92944 5.88416 -2.20444
C -0.32743 4.53030 -2.74865
H 0.40387 5.33097 -2.89407
C 0.04252 3.18858 -2.94360
H 1.05712 2.94278 -3.26349
C -0.82570 -1.19083 -2.62474
C -1.89653 -1.35511 -3.52414
H -2.16299 -0.53884 -4.19825
C -2.63676 -2.53903 -3.48693
H -3.55391 -2.61990 -4.07070
C -2.21033 -3.61730 -2.69878
H -2.77170 -4.54892 -2.70874
C -1.03329 -3.52630 -1.95423
H -0.66743 -4.38181 -1.38061
C -0.31853 -2.33053 -1.95930
H 0.61587 -2.27266 -1.40626
H -1.03686 0.53138 -0.52321
H -1.70796 0.51086 -1.09662
N 2.04229 -3.77368 2.09485
C 2.64931 -2.61132 1.80796
N 2.19610 -1.40065 2.17987
C 2.96809 -0.34285 1.65201
C 3.99719 -0.78989 0.85138
S 4.03245 -2.51328 0.76004
C 2.43225 0.96206 1.85477
C 2.79443 2.17985 1.32470
S 1.60748 3.39695 1.61614
C 0.67393 2.24458 2.51696
N 1.18845 1.00465 2.51984
N -0.50384 2.61401 3.07130
H 2.44580 -4.61780 1.68853
H 1.29855 -3.84711 2.78079
H 4.69396 -0.12430 0.36114
H 3.72077 2.35184 0.78953
H -0.79724 3.57385 2.90914
H -0.81621 2.14371 3.93015
```

Properties
2S+1 ... 5
LUMO level (spin up / spin down) ... -0.5 / -0.5 eV
Highest occupied orbital energy (spin up / spin down) ... -0.0825 / -0.2748 Eh

Löwdin population analysis, charges in e, atoms 1 to 2: atom 1 (C): -0.1707, atom 2 (C): -0.1290

Entry 2:
# C6H12O

A cluster of 2 separate species, C6H12O in total (ωB97M-V/def2-TZVPD, the OMol25 dataset).

XYZ file:
```
19
Properties=species:S:1:pos:R:3
C 1.33232 -1.39279 0.11607
C 0.63609 -0.09654 0.46985
C 0.44283 0.87979 -0.41136
C 0.94130 0.88138 -1.84110
C -1.08043 0.31063 2.25788
C 0.14261 0.01656 1.85658
H 2.25582 -1.19605 -0.42636
H 0.66822 -1.96898 -0.53565
H 1.50434 -2.03808 0.97741
H -0.05831 1.79295 -0.11887
H 1.75419 0.16983 -2.02712
H 1.25034 1.86976 -2.15337
H 0.12677 0.51453 -2.46712
H -1.96646 0.49913 1.66187
H -1.25262 0.35104 3.33127
H 0.87691 -0.07756 2.66508
H -2.37514 -0.93953 -1.13179
H -2.26773 0.56978 -1.09272
O -2.93107 -0.14583 -1.13055
```

Properties
SMILES ... C=C/C(C)=C/C.O
LUMO level ... 0.8 eV
Highest occupied orbital energy ... -0.3317 Eh

Löwdin population analysis, charges in e, atoms 1 to 2: atom 1 (C): -0.0501, atom 2 (C): -0.3228

Entry 3:
# C6H6

The molecule C6H6 (ωB97M-V/def2-TZVPD, the OMol25 dataset).

XYZ file:
```
12
Properties=species:S:1:pos:R:3
C -3.13912 -0.04161 -0.06620
C -1.88948 -0.18950 0.11615
C -0.39166 -0.41705 0.05838
C 0.53914 0.78660 0.03372
C 1.92741 0.32027 -0.02290
C 2.95136 -0.40484 -0.10516
H -4.17957 0.03672 -0.48457
H -0.29049 -1.16928 -0.64654
H -0.07497 -0.92083 0.99460
H 0.33773 1.45162 0.89253
H 0.36856 1.38056 -0.86706
H 3.85289 -1.10192 0.02717
```

Properties
SMILES ... C#CCCC#C
LUMO level ... 0.9 eV
Highest occupied orbital energy ... -0.3613 Eh

Löwdin population analysis, charges in e, atoms 1 to 2: atom 1 (C): 0.0767, atom 2 (C): -0.1115

Entry 4:
# C5H11NOS2

The molecule C5H11NOS2 (ωB97M-V/def2-TZVPD, the OMol25 dataset).

XYZ file:
```
20
Properties=species:S:1:pos:R:3
C -1.74619 0.19452 -1.68507
C -0.65084 1.36543 0.09299
C -0.89309 -1.01654 -1.46889
C 0.45975 0.32036 0.26902
C 1.56103 -0.11474 2.79216
N -1.07957 1.46651 -1.30692
O 1.49922 -1.79451 0.88862
S 0.33538 -1.31586 -2.62891
S 0.52617 -0.89626 1.44573
H -1.93776 0.16893 -2.74651
H -2.81708 0.04923 -1.28622
H -1.47115 1.11687 0.62157
H -0.19158 2.27047 0.35307
H -0.84894 -1.64477 -0.65338
H 1.25356 0.29080 -0.38739
H 1.61448 -0.77764 3.73597
H 1.03093 0.77531 3.11597
H 2.57033 0.07709 2.45432
H -0.26362 1.56516 -1.85881
H 1.04895 -2.10035 -1.74732
```

Properties
LUMO level (spin up / spin down) ... 0.1 / -0.5 eV
Highest occupied orbital energy (spin up / spin down) ... -0.2971 / -0.2729 Eh

Löwdin population analysis, charges in e, atoms 1 to 2: atom 1 (C): -0.2993, atom 2 (C): -0.2346

Entry 5:
# C23H41As2Cl2N3O9PRbS2

A structure of composition C23H41As2Cl2N3O9PRbS2 (ωB97M-V/def2-TZVPD, the OMol25 dataset).

XYZ file:
```
84
Properties=species:S:1:pos:R:3
Rb 0.79899 -1.10050 -1.04930
C -0.92216 1.83076 3.92627
O -0.60258 2.28948 2.59445
C 0.46448 3.08731 2.44467
O 1.23729 3.35925 3.32380
C 0.54442 3.55219 1.00019
C 0.34759 4.84337 0.75309
As -0.16373 5.67115 -0.96172
C 1.60329 5.89478 -1.79292
C -0.70100 4.07322 -1.98772
C -0.51026 2.79413 -1.68688
As 0.59387 2.01424 -0.25186
C 2.29290 2.37318 -1.20307
C -0.99170 1.67014 -2.55092
O -0.65414 0.52282 -2.33633
O -1.81048 2.01183 -3.53194
C -2.23937 0.95266 -4.41852
C -1.34614 4.57128 -3.26627
O -0.67449 4.80333 -4.22954
O -2.64852 4.88059 -3.25009
C -3.44382 4.54676 -2.09327
C 0.00228 5.81004 1.88538
O -1.13726 6.13799 2.05646
O 0.97785 6.32885 2.63579
C 2.36463 6.04302 2.32226
H -0.82455 0.75005 3.94244
H -1.94920 2.11947 4.12376
H -0.25834 2.27817 4.65523
H 1.94635 6.90279 -1.57186
H 1.48985 5.78933 -2.87098
H 2.31692 5.17147 -1.41617
H 2.14981 3.11047 -1.98546
H 2.63819 1.43965 -1.65566
H 3.04443 2.71232 -0.49532
H -2.67938 1.44916 -5.27463
H -2.97468 0.32666 -3.91972
H -1.39247 0.34633 -4.71933
H -4.44413 4.89221 -2.31857
H -3.08558 5.05184 -1.20279
H -3.45808 3.47354 -1.92969
H 2.94319 6.73987 2.91818
H 2.56829 6.21564 1.26630
H 2.61424 5.02597 2.59233
C -4.14413 -2.05186 1.26647
C -2.66695 -1.67080 1.14238
P -1.57591 -2.80208 0.15890
C -1.79375 -4.40411 1.05743
C -0.51330 -5.25536 0.99017
C -2.63613 -3.08107 -1.33045
C -1.94067 -4.01279 -2.33451
H -4.64648 -1.42585 2.00886
H -4.26107 -3.09427 1.57970
H -4.67066 -1.92380 0.31801
H -2.20997 -1.61662 2.13527
H -2.56616 -0.67259 0.70356
H -2.64288 -4.94734 0.63883
H -2.02201 -4.17197 2.10039
H -0.21944 -5.45203 -0.04619
H -0.65408 -6.21656 1.49319
H 0.32318 -4.73921 1.47058
H -2.80941 -2.09967 -1.78468
H -3.60287 -3.49226 -1.03949
H -0.95829 -3.63281 -2.61646
H -2.53408 -4.13022 -3.24247
H -1.79311 -5.00667 -1.90509
C 3.33034 -6.61337 -0.17536
N 3.20826 -5.37887 0.57766
C 3.23740 -5.34437 1.89947
N 3.44467 -6.53613 2.53039
S 3.00148 -3.93428 2.83616
H 3.14406 -6.38526 -1.22321
H 2.60151 -7.36430 0.14649
H 4.33220 -7.04616 -0.09952
H 2.90071 -4.54420 0.02807
H 3.85690 -7.31094 2.03677
H 3.61449 -6.47033 3.51596
O 2.94219 -1.26549 -2.34974
S 3.36448 -2.53456 -1.68992
N 2.31305 -3.31460 -1.01397
Cl 3.09456 0.42432 1.27028
C 2.32205 -0.62422 2.48870
Cl 0.61726 -0.90213 2.05448
H 2.36456 -0.12852 3.44590
H 2.82125 -1.58348 2.48689
```

Properties
LUMO level ... -0.5 eV
Highest occupied orbital energy ... -0.2860 Eh

Löwdin population analysis, charges in e, atoms 1 to 2: atom 1 (Rb): 0.7409, atom 2 (C): -0.0176

Result set for E: -95197.169 -8462.845 -6314.404 -30566.402 -225749.006 eV, one per record in the order listed.
Result set for energy above the lowest of the compared OMol25 structures with the same formula, charge and spin: 92.1 34.8 110.6 134.2 25.9 kcal/mol, one per record in the order listed.
Result set for strongest force on any atom: 3.32 1.00 5.30 4.49 1.16 eV/Å, one per record in the order listed.